Below is 3 unconnected molecules or ions with the total composition C22H44N2O5 in a non-equilibrium geometry, with properties calculated with wB97M-V/def2-TZVPD.

Calculated values
Orbital gap (alpha / beta), eV: 8.59 / 9.63
LUMO level (alpha / beta), eV: 0.603 / 0.558
Total charge: 0
2S+1: 3
E_tot, Eh: -1350.20864
HOMO energy (alpha / beta), eV: -7.987 / -9.074

Positions of all 73 atoms, in Å:
C  -7.125  -0.433  -4.400
O  -6.739  -1.737  -4.005
C  -5.374  -1.995  -4.151
C  -4.477  -1.605  -2.990
O  -3.289  -1.390  -3.181
O  -4.996  -1.669  -1.740
C  -5.956  -0.672  -1.407
H  -7.782  -0.026  -3.642
H  -7.674  -0.490  -5.329
H  -6.276  0.232  -4.490
H  -4.961  -1.553  -5.048
H  -5.267  -3.070  -4.233
H  -6.962  -1.061  -1.471
H  -5.768  -0.362  -0.390
H  -5.851  0.199  -2.038
C  3.486  2.042  -3.391
C  2.115  2.365  -2.774
C  2.031  1.858  -1.332
C  1.853  0.346  -1.223
C  0.649  -0.110  -2.045
C  0.733  0.321  -3.507
N  1.008  1.789  -3.594
O  -0.070  2.481  -3.484
C  1.811  -0.502  -4.238
C  -0.586  0.024  -4.203
C  2.000  3.883  -2.774
H  3.683  0.982  -3.516
H  3.581  2.515  -4.369
H  4.276  2.435  -2.751
H  1.186  2.345  -0.835
H  2.928  2.173  -0.796
H  2.763  -0.169  -1.544
H  1.702  0.074  -0.177
H  0.546  -1.196  -2.003
H  -0.261  0.306  -1.601
H  2.050  -0.058  -5.205
H  1.436  -1.508  -4.418
H  2.734  -0.621  -3.673
H  -1.431  0.483  -3.700
H  -0.759  -1.049  -4.207
H  -0.569  0.372  -5.238
H  1.959  4.274  -3.790
H  2.877  4.301  -2.281
H  1.117  4.228  -2.241
C  3.302  -1.847  4.783
C  2.538  -0.672  5.418
C  1.408  -1.176  6.318
C  0.196  -1.699  5.549
C  -0.303  -0.644  4.564
C  0.787  -0.169  3.603
N  2.000  0.245  4.370
O  1.895  1.451  4.805
C  1.109  -1.274  2.581
C  0.284  1.024  2.802
C  3.552  0.081  6.268
H  2.715  -2.442  4.091
H  4.178  -1.482  4.247
H  3.646  -2.523  5.566
H  1.082  -0.357  6.967
H  1.803  -1.954  6.974
H  0.446  -2.629  5.030
H  -0.601  -1.947  6.252
H  -1.140  -1.032  3.980
H  -0.682  0.214  5.126
H  2.032  -1.049  2.046
H  0.308  -1.338  1.845
H  1.193  -2.269  3.014
H  -0.059  1.834  3.441
H  -0.554  0.708  2.182
H  1.066  1.413  2.147
H  4.323  0.538  5.647
H  4.032  -0.623  6.947
H  3.088  0.862  6.865